Record 1
Computed, not measured: C22H33Cl2CuN4O3 as an isolated structure in a non-equilibrium geometry, with ωB97M-V/def2-TZVPD.

Summary:
2S+1: 2
strongest force on any atom: 0.134 hartree/bohr
total charge: -1
frontier orbital gap (alpha / beta): 5.693 / 5.638 eV

CARTESIAN COORDINATES (ANGSTROEM)
O1 -0.37853 0.29337 -1.73099
C1 -0.09090 1.42474 -2.17831
C2 -1.21414 2.29248 -2.90655
C3 -2.14746 1.62767 -3.75092
H1 -2.16152 0.51350 -3.80215
C4 -3.07461 2.36905 -4.53855
H2 -3.77726 1.81177 -5.20759
C5 -3.12495 3.76824 -4.42830
H3 -3.82181 4.32964 -5.05283
C6 -2.24095 4.41656 -3.56816
H4 -2.29822 5.47869 -3.46508
C7 -1.31745 3.69770 -2.82922
H5 -0.70248 4.19727 -2.08488
H6 0.84400 3.20555 -2.01213
C8 2.20578 1.82187 -3.24524
C9 1.25512 2.18689 -2.06563
H7 3.32981 1.77429 -3.07624
H8 2.04279 2.49163 -4.12460
H9 2.08929 0.81787 -3.66552
C10 1.91745 2.09033 -0.74262
C11 3.28881 1.55941 -0.43274
H10 1.39636 2.50641 0.09200
H11 4.13734 2.25156 -0.73350
H12 3.48311 0.51290 -0.82955
H13 3.37839 1.33448 0.66581
Cu1 -0.41368 -1.30062 -0.78923
Cl1 -0.67355 -2.57404 -2.50403
Cl2 -1.00856 -0.00274 0.97635
H14 -4.99759 -1.62854 -0.35774
H15 -4.47074 -3.40640 -1.49305
C12 -3.97588 -1.37721 -0.08148
C13 -3.46425 -3.55953 -1.10483
N1 -3.23513 -2.62530 -0.02402
H16 -3.92844 -0.86580 0.88024
C14 -2.47921 -2.98154 1.06572
O2 -2.38782 -2.36551 2.13166
H17 -3.32693 -4.57226 -0.72883
H18 -1.93403 -3.94495 0.88774
H19 -3.57346 -0.74132 -0.87109
H20 -2.71793 -3.40661 -1.88610
H21 1.26259 0.95158 6.48868
H22 -1.16345 1.25109 5.61399
C15 1.62999 1.37584 5.54680
C16 -0.70278 1.68581 4.70643
N2 0.64309 1.17226 4.50500
H23 2.53365 0.86126 5.23970
C17 1.00626 0.59292 3.34805
O3 2.13576 0.23113 3.03579
H24 -1.33706 1.37957 3.84214
H25 0.14628 0.45671 2.65163
H26 1.83562 2.44416 5.71331
H27 -0.73550 2.79874 4.77606
N3 3.77371 -4.28871 2.00802
C18 2.97018 -3.37185 1.39784
C19 1.84624 -2.87883 2.12211
C20 0.90731 -2.15248 1.41762
N4 1.12486 -1.83322 0.12524
C21 2.27779 -2.06448 -0.52194
C22 3.22531 -2.87595 0.09615
H28 3.52025 -4.71068 2.90470
H29 4.58036 -4.69776 1.53891
H30 1.61339 -3.14982 3.15797
H31 0.00118 -1.72701 1.86434
H32 2.30834 -1.78388 -1.57146
H33 4.16585 -3.08790 -0.39490

Forces on atoms 1 to 6 (eV/Å):
1.27 5.90 -3.38
-2.09 -1.54 0.66
-0.25 -1.07 -0.55
-0.10 0.10 -0.15
0.23 1.00 0.09
0.24 -0.58 0.56

Atomic partial charges in e from the Löwdin method, atoms 1 to 4: O -0.12; C -0.20; C -0.09; C -0.01

***

Record 2
Computed, not measured: C22H33Cl5KN3O4S3 as an isolated structure, with ωB97M-V/def2-TZVPD.

Summary:
energy relative to the best compared isomer or geometry (same formula, charge and spin): 1.4 kcal/mol
strongest force on any atom: 0.003 hartree/bohr
total charge: 0
frontier orbital gap: 7.020 eV

CARTESIAN COORDINATES (ANGSTROEM)
K1 0.45217 -0.26706 -0.01564
C1 2.67402 1.55662 -2.41624
O1 1.92247 0.37847 -2.23344
C2 1.87412 -0.43874 -3.38258
C3 1.11871 -1.68958 -3.00841
O2 -0.19266 -1.40150 -2.54118
C4 -1.12811 -1.14982 -3.56078
C5 -2.43918 -0.82301 -2.90048
O3 -2.34073 0.46140 -2.29959
C6 -3.11404 0.58085 -1.11978
H1 3.69997 1.32743 -2.72274
H2 2.69966 2.07533 -1.45989
H3 2.21062 2.20474 -3.17094
H4 2.88716 -0.71643 -3.70307
H5 1.40206 0.10567 -4.21307
H6 1.62743 -2.17472 -2.17493
H7 1.08002 -2.38653 -3.85358
H8 -1.24598 -2.03530 -4.19912
H9 -0.82020 -0.30969 -4.19711
H10 -2.64229 -1.57797 -2.13417
H11 -3.25611 -0.83263 -3.63027
H12 -2.78640 -0.15899 -0.38389
H13 -4.18057 0.44469 -1.32893
H14 -2.94671 1.57606 -0.71157
C7 0.03717 0.56688 4.16901
C8 -1.47942 0.71175 4.08499
S1 -2.13443 0.91434 2.40283
C9 -3.47458 -0.29932 2.43688
C10 -3.06164 -1.76363 2.59554
S2 -1.78050 -2.31731 1.43905
C11 -0.56650 -3.07378 2.55291
C12 -0.02377 -2.22024 3.69463
S3 0.81459 -0.70752 3.15274
H15 0.51602 1.48137 3.81920
H16 0.31012 0.42420 5.21701
H17 -1.97276 -0.15411 4.52570
H18 -1.77187 1.57752 4.68156
H19 -4.18496 -0.04575 3.22721
H20 -4.00350 -0.15879 1.49284
H21 -2.69601 -1.94406 3.60526
H22 -3.94786 -2.38857 2.47182
H23 -0.99001 -3.99338 2.96123
H24 0.24477 -3.35490 1.88018
H25 -0.80884 -1.95076 4.40095
H26 0.69015 -2.83516 4.24559
Cl1 0.88725 -4.58389 -0.49455
C13 2.36117 -3.79996 0.10444
C14 2.32872 -2.43448 0.29603
C15 3.52491 -1.89758 0.72031
Cl2 3.61701 -0.13663 0.95621
C16 4.68539 -2.62630 0.97281
Cl3 6.14710 -1.87618 1.50593
C17 4.64640 -4.00703 0.78077
Cl4 6.05146 -4.96570 1.08574
C18 3.47102 -4.60974 0.33545
Cl5 3.42572 -6.32041 0.08385
C19 -0.83073 5.80277 -1.67512
N1 -0.28455 4.64279 -1.00882
C20 0.09768 4.63200 0.39027
C21 0.16883 3.12470 0.67024
O4 0.55121 2.63365 1.70960
N2 -0.26236 2.44716 -0.44194
C22 -0.55149 3.35714 -1.35511
N3 -1.05118 3.02719 -2.55099
H27 -0.33146 6.69146 -1.29564
H28 -1.90758 5.91270 -1.50990
H29 -0.63164 5.75696 -2.74609
H30 -0.65890 5.09511 1.02954
H31 1.06017 5.11185 0.56704
H32 -1.37897 2.06977 -2.65868
H33 -1.40679 3.73462 -3.16708

Forces on atoms 1 to 6 (eV/Å):
-0.09 0.09 0.05
-0.02 -0.03 0.00
0.05 0.07 -0.06
0.08 0.09 0.04
-0.08 -0.10 0.02
0.05 -0.03 -0.04

Atomic partial charges in e from the Löwdin method, atoms 1 to 4: K 0.50; C -0.10; O -0.27; C -0.20

***

Record 3
Computed, not measured: C22H33CoN11O5P2S as an isolated structure in a non-equilibrium geometry, with ωB97M-V/def2-TZVPD.

Summary:
2S+1: 2
strongest force on any atom: 0.021 hartree/bohr
total charge: -2
frontier orbital gap (alpha / beta): 6.805 / 6.757 eV

CARTESIAN COORDINATES (ANGSTROEM)
Co1 -0.16554 0.35579 -0.24574
C1 -1.25839 0.86069 2.87104
P1 0.18412 0.15718 1.99322
C2 -0.03654 -1.61812 2.49407
N1 0.24680 -2.01007 3.70182
C3 -0.02355 -3.30475 4.02732
C4 0.31408 -3.78843 5.31012
C5 0.01146 -5.07508 5.66042
C6 -0.64385 -5.92818 4.74624
C7 -0.97793 -5.47992 3.49822
C8 -0.66735 -4.15751 3.11264
N2 -1.00361 -3.72168 1.86741
C9 -0.65168 -2.51242 1.54405
P2 -1.05344 -1.78371 -0.09181
C10 -2.88473 -1.68824 0.21232
C11 -0.98101 -3.08825 -1.46567
C12 -1.42965 -4.46415 -0.96363
C13 0.41645 -3.23486 -2.06875
C14 -1.92356 -2.64846 -2.59388
C15 1.62783 0.78776 3.00829
C16 1.88423 2.23383 2.56934
C17 1.34712 0.79951 4.51522
C18 2.84943 -0.07847 2.69636
H1 -1.32788 0.45688 3.88134
H2 -2.15918 0.61944 2.30653
H3 -1.16508 1.94847 2.88031
H4 0.81402 -3.11601 5.99585
H5 0.27719 -5.43917 6.64545
H6 -0.88237 -6.94544 5.03227
H7 -1.47467 -6.11856 2.77899
H8 -3.01995 -1.22311 1.19145
H9 -3.38153 -2.65922 0.22867
H10 -3.32763 -1.03148 -0.53580
H11 -0.74687 -4.85667 -0.21186
H12 -1.43122 -5.14128 -1.82409
H13 -2.43518 -4.45371 -0.54138
H14 1.12326 -3.65821 -1.35797
H15 0.80444 -2.27672 -2.41602
H16 0.33532 -3.90878 -2.92928
H17 -2.95143 -2.50343 -2.26792
H18 -1.91725 -3.44011 -3.35002
H19 -1.58399 -1.73571 -3.07076
H20 0.99077 2.85595 2.64629
H21 2.25511 2.26247 1.54724
H22 2.65155 2.65729 3.22739
H23 0.56063 1.51555 4.76234
H24 2.26159 1.12854 5.01912
H25 1.07112 -0.18215 4.89613
H26 3.09775 -0.00957 1.63831
H27 2.68819 -1.12691 2.95795
H28 3.70281 0.29021 3.27541
N3 0.97097 1.07065 -3.39090
C19 -0.37974 0.92152 -3.17255
N4 -1.30380 1.11238 -4.09655
N5 -2.46537 0.86003 -3.45226
N6 -2.24650 0.53993 -2.22772
N7 -0.91048 0.54920 -2.01377
C20 1.85926 1.29069 -2.35228
N8 3.10926 1.66738 -2.55437
N9 3.62825 1.72711 -1.31208
N10 2.73924 1.40540 -0.43651
N11 1.57696 1.12385 -1.06297
H29 1.23413 1.45199 -4.28281
O1 2.47313 -3.69860 0.57404
C21 2.43651 -2.49367 0.30611
O2 1.40579 -1.78971 0.07754
H30 3.39532 -1.93831 0.22836
C22 0.40364 4.25143 -0.36867
S1 -1.08801 3.67327 0.42145
O3 -0.95110 3.99171 1.84065
O4 -2.18567 4.35258 -0.23809
O5 -1.08772 2.22036 0.18047
H31 0.32468 5.33321 -0.45288
H32 0.46685 3.79085 -1.35183
H33 1.26181 3.96257 0.23436

Forces on atoms 1 to 6 (eV/Å):
0.67 -0.32 -0.31
0.00 -0.04 -0.06
0.12 0.07 0.20
0.08 0.02 0.07
0.05 0.12 -0.07
-0.09 -0.25 -0.04

Atomic partial charges in e from the Löwdin method, atoms 1 to 4: Co 0.24; C -0.22; P 1.04; C -0.34

***

Record 4
Computed, not measured: C22H33F6MgN11P as an isolated structure in a non-equilibrium geometry, with ωB97M-V/def2-TZVPD.

Summary:
energy relative to the best compared isomer or geometry (same formula, charge and spin): 0.0 kcal/mol
strongest force on any atom: 0.122 hartree/bohr
total charge: +1
frontier orbital gap: 10.515 eV

CARTESIAN COORDINATES (ANGSTROEM)
Mg1 0.17799 0.02614 0.07300
P1 -3.19181 -3.98595 -0.85921
F1 -1.82681 -4.01943 0.05246
F2 -3.75961 -5.27348 -0.00839
F3 -3.92071 -2.92538 0.16309
F4 -4.36199 -4.14423 -2.02464
F5 -2.51114 -2.86626 -1.77839
F6 -2.31560 -5.04028 -1.74955
C1 -4.18220 0.46023 -0.74889
C2 -2.76001 0.64688 -0.52758
N1 -1.68547 0.79051 -0.32616
H1 -4.16937 -0.29864 -1.53122
H2 -4.75918 1.36635 -0.93372
H3 -4.63050 -0.04761 0.10506
C3 -5.76411 1.73198 3.02600
C4 -4.33697 1.91562 2.62194
N2 -3.21827 2.00568 2.31116
H4 -6.01894 0.69865 3.26135
H5 -6.59050 2.05423 2.39248
H6 -5.83746 2.35569 3.91691
C5 0.68264 -1.06034 -4.41057
C6 0.46150 -0.89068 -2.98987
N3 0.36529 -0.75559 -1.86188
H7 -0.22320 -0.65894 -4.86493
H8 0.84459 -2.09951 -4.69694
H9 1.53590 -0.54129 -4.84717
C7 0.91556 -4.24174 -0.98658
C8 1.34252 -4.59930 0.35231
N4 1.66426 -4.99986 1.37605
H10 1.80113 -3.74716 -1.38565
H11 0.13623 -3.48008 -0.96141
H12 0.61767 -5.12722 -1.54808
C9 3.84491 -2.40636 1.93843
C10 2.92799 -1.47751 1.20582
N5 2.20686 -0.75545 0.56701
H13 4.50972 -1.77416 2.52701
H14 4.35688 -3.02606 1.20225
H15 3.20128 -3.02964 2.55919
C11 -2.40520 4.65179 -3.30015
C12 -1.77823 4.64184 -1.96141
N6 -1.20312 4.63521 -0.92426
H16 -1.81714 4.09183 -4.02730
H17 -2.47285 5.67661 -3.66523
H18 -3.40203 4.21703 -3.22668
C13 2.21515 3.87381 -1.63103
C14 1.60429 2.74841 -0.94895
N7 1.16029 1.80998 -0.50419
H19 2.01678 3.83421 -2.70209
H20 3.28988 4.00042 -1.50048
H21 1.77254 4.75222 -1.16136
C15 3.66866 2.21848 2.50459
C16 4.98921 1.90641 3.06053
N8 5.98470 1.61043 3.55463
H22 3.66985 1.92643 1.45445
H23 3.37180 3.24798 2.70485
H24 3.14512 1.48874 3.12222
C17 0.13759 2.33785 4.28314
C18 0.10824 1.55331 3.03842
N9 0.08184 0.87341 2.08464
H25 0.23621 1.68620 5.15132
H26 -0.75219 2.96272 4.36010
H27 1.02420 2.96106 4.16637
C19 -1.92587 -3.06866 2.84958
C20 -1.18587 -2.27282 1.88961
N10 -0.59113 -1.60524 1.09681
H28 -1.22531 -3.36763 3.62928
H29 -2.37896 -3.95676 2.40903
H30 -2.71079 -2.36428 3.12498
C21 5.38357 0.09563 -3.23426
C22 4.12666 0.85071 -3.32301
N11 3.14929 1.39147 -3.41699
H31 5.62957 -0.50619 -4.10912
H32 5.36749 -0.50795 -2.32677
H33 6.18667 0.82547 -3.13196

Forces on atoms 1 to 6 (eV/Å):
0.58 0.03 0.52
0.99 -3.77 -1.65
-0.47 1.01 1.40
-0.31 1.52 -0.27
0.34 -0.54 -1.27
0.04 0.89 2.11

Atomic partial charges in e from the Löwdin method, atoms 1 to 4: Mg 0.24; P 0.23; F -0.21; F -0.17

***

> What is the formula in the first record?

C22H33Cl2CuN4O3

***

> What is the total charge in the third record?

-2